Record 1
The following is a quantum chemistry calculation of 5 unconnected molecules or ions with the total composition CH10O5, from the OMol25 dataset.

2S+1: 1
Structure (SMILES): C=O.O.O.O.O
HOMO energy: -10.865 eV

Geometry (Å):
C 1.504 -2.243 -0.058
O 1.149 -1.731 1.017
H 2.512 -2.790 -0.260
H 0.742 -2.512 -0.839
O 0.007 -0.165 2.889
H 0.460 -0.887 2.460
H 0.436 -0.039 3.794
O -0.731 1.897 0.798
H -1.383 2.165 1.521
H -0.273 1.144 1.320
O 0.566 0.156 -2.941
H -0.136 0.473 -2.399
H 1.245 0.852 -3.038
O -1.887 1.429 -1.686
H -1.672 1.528 -0.720
H -2.537 0.723 -1.855

Record 2
The following is a quantum chemistry calculation of 5 unconnected molecules or ions with the total composition CH10O5, from the OMol25 dataset.

2S+1: 1
Structure (SMILES): C=O.O.O.O.O
HOMO energy: -10.258 eV

Geometry (Å):
C 2.049 -1.351 2.909
O 2.047 -0.865 1.766
H 2.951 -1.304 3.519
H 1.120 -1.724 3.530
O 2.526 1.959 -0.227
H 2.484 2.566 -0.950
H 3.105 2.349 0.422
O -5.144 -2.102 -1.801
H -5.904 -2.443 -1.311
H -5.005 -2.830 -2.419
O 0.660 -0.104 -0.992
H 0.821 -0.840 -1.477
H 1.394 0.314 -0.595
O -1.104 2.409 -0.481
H -1.451 2.350 -1.359
H -0.549 1.616 -0.533

Record 3
The following is a quantum chemistry calculation of a molecular structure, CH11Li3N2O5, from the OMol25 dataset.

2S+1: 2
Net charge: +3
HOMO energy (alpha / beta): -22.339 / -22.330 eV

Geometry (Å):
Li 1.398 -1.841 -0.368
Li -0.883 -2.387 1.812
Li -2.013 -1.958 -1.158
O -0.531 -1.534 0.079
H -0.211 -0.667 -0.238
O 0.924 -3.630 -1.371
H 1.330 -4.022 -2.144
H 0.995 -4.303 -0.694
O 2.144 0.029 -0.676
H 2.860 0.295 -0.100
H 1.728 0.851 -0.935
O -3.041 -0.093 -0.411
H -2.430 0.582 -0.705
H -2.990 -0.064 0.544
C -0.304 2.385 0.510
O -1.266 2.345 -0.340
N -0.143 1.451 1.421
N 0.650 3.244 0.471
H -0.741 0.646 1.299
H 0.812 1.379 1.742
H 0.422 4.113 0.010
H 1.289 3.179 1.251